Record 1
236
Properties=species:S:1:pos:R:3:forces:R:3:lowdin_charge:R:1 method="wB97M-V/def2-TZVPD" multiplicity=5 relative_energy_kj_mol=0.0 e_tot_ev=-219973.260 homo_lumo_gap_ev="8.54 / 8.15"
Fe -3.004977 0.255076 1.841784 0.281 -0.525 -0.146 0.823
C 0.316537 -0.515428 -0.525525 -0.212 -0.192 -0.040 0.029
C -0.850787 -0.359913 0.458387 0.075 -0.926 -2.562 -0.746
O -0.821935 0.157910 1.548598 2.844 2.949 4.810 -0.041
O -1.986391 -0.694821 0.130385 -2.865 -1.797 -2.826 -0.053
H 0.862054 0.424092 -0.613877 0.061 0.054 0.097 0.055
H -0.042749 -0.807984 -1.512144 -0.418 0.335 0.022 0.073
H 1.027432 -1.314354 -0.314741 0.075 0.093 0.742 0.045
As -5.031081 -4.661881 -0.103919 -2.285 -0.013 0.853 0.953
F -4.003140 -4.335853 -1.484566 0.206 -0.773 1.048 -0.259
F -4.868105 -2.913246 0.233869 0.149 -1.496 -0.265 -0.274
F -6.293918 -4.673403 1.248629 1.995 -0.174 -1.412 -0.309
F -5.269171 -6.407326 -0.369279 0.814 1.725 0.285 -0.264
F -3.634389 -4.980867 1.059200 -2.505 -0.364 -2.128 -0.296
F -6.353206 -4.328056 -1.232992 0.560 -0.182 0.861 -0.278
C -4.910610 3.907582 -0.575809 -0.319 -0.381 0.338 -0.026
C -4.943897 2.361085 -0.337191 -1.397 -0.425 -0.827 -0.364
C -5.053884 1.502302 -1.667769 1.018 -0.480 2.002 -0.102
O -4.882329 0.052099 -1.350826 -1.038 2.046 -0.993 -0.229
C -4.680716 -0.788890 -2.496982 1.013 -0.038 0.064 -0.076
N -3.795169 2.028389 0.516068 0.071 0.138 -1.088 0.063
H -4.903584 4.343968 0.422993 -0.062 0.082 0.072 0.058
H -5.754825 4.368703 -1.088434 -0.160 -0.425 -0.193 0.080
H -3.997900 4.270578 -1.048353 0.123 -0.381 -0.203 0.072
H -5.868341 2.085754 0.170444 -0.144 0.270 0.410 0.123
H -4.262780 1.825054 -2.344604 -0.002 -0.188 -0.331 0.112
H -6.041953 1.788851 -2.027921 -0.051 -0.535 -0.515 0.123
H -4.369549 -0.181749 -3.347062 0.184 0.020 -0.046 0.062
H -5.464597 -1.457079 -2.853586 -0.889 0.484 0.572 0.089
H -3.887267 -1.483765 -2.221890 0.274 0.181 -0.012 0.082
H -3.762906 2.765798 1.205470 -0.089 0.230 0.511 0.040
H -3.134104 2.390222 -0.156366 1.603 -0.460 0.411 0.062
C -2.912788 -2.434574 5.413117 0.063 -2.005 2.656 -0.063
C -2.519197 -1.236386 4.703579 0.454 1.152 -1.534 -0.423
C -1.008875 -0.967859 4.580355 -0.943 0.074 1.389 -0.125
O -0.842679 0.493354 4.658826 2.356 -2.701 -0.586 -0.234
C 0.565665 0.895993 4.638670 -0.986 0.590 0.375 -0.051
N -3.117539 -1.324952 3.393788 -0.109 1.996 -0.689 0.030
H -3.917548 -2.443922 5.835585 -0.088 0.721 0.041 0.084
H -2.202436 -2.461448 6.239421 -0.211 -0.898 0.537 0.087
H -2.948705 -3.386185 4.882805 0.778 0.177 -0.429 0.080
H -2.864256 -0.378143 5.280182 -0.433 0.217 -0.121 0.134
H -0.611984 -1.539786 3.741625 0.292 0.909 -0.613 0.113
H -0.578125 -1.443539 5.461424 0.467 0.333 0.297 0.118
H 1.313886 0.309696 4.105255 -0.681 -0.568 -0.430 0.074
H 0.923709 0.934781 5.667457 -0.028 0.241 0.110 0.088
H 0.533498 1.883431 4.178205 0.244 0.100 0.203 0.068
H -4.116134 -1.400838 3.524744 0.158 -0.237 -0.077 0.040
H -2.715162 -2.126286 2.928970 0.096 -0.568 -0.377 0.044
C 9.806181 3.172748 -1.365587 0.744 -2.123 0.005 -0.056
C 8.615177 2.775784 -2.290526 1.530 2.251 1.382 -0.426
C 7.317421 3.271555 -1.706100 -0.418 -0.430 -1.634 -0.271
O 7.062791 2.884635 -0.426645 -0.208 -0.527 2.277 -0.164
C 6.502846 1.593911 -0.173694 -0.434 0.910 0.326 -0.068
N 8.837332 3.422219 -3.572464 -0.146 -1.332 -0.626 0.036
H 10.153664 4.182956 -1.149151 -1.024 0.370 -0.299 0.078
H 10.699106 2.710565 -1.786532 0.132 -0.012 -0.421 0.067
H 9.738218 2.615316 -0.431380 -0.353 0.355 0.336 0.067
H 8.566673 1.689152 -2.361028 0.333 -0.001 -0.341 0.120
H 6.538982 2.900348 -2.372689 -0.538 -0.063 -0.284 0.112
H 7.305213 4.354986 -1.825035 -0.043 0.207 0.567 0.131
H 5.517046 1.525668 -0.633749 0.026 -0.292 -0.614 0.083
H 6.259847 1.542605 0.887631 0.339 0.209 0.095 0.069
H 7.141964 0.738967 -0.394363 0.143 0.101 -0.429 0.083
H 8.878170 4.429986 -3.519161 -0.149 0.024 0.222 0.074
H 8.057112 3.136997 -4.146927 -0.013 0.406 -0.603 0.066
C 4.689801 3.723242 5.202325 -0.447 0.576 -0.666 -0.051
C 3.722785 3.251867 4.099183 0.873 -2.924 -0.404 -0.402
C 3.756472 3.915061 2.722639 -0.753 3.208 2.385 -0.177
O 2.541488 3.911719 1.956935 0.210 -1.247 0.278 -0.174
C 2.351217 2.685877 1.255460 1.641 -0.002 -1.001 -0.100
N 4.113712 1.849500 3.962981 -0.209 -1.375 0.203 0.020
H 4.783963 4.808399 5.161676 0.021 0.053 0.594 0.074
H 5.678432 3.274653 5.104951 0.079 0.159 -0.433 0.071
H 4.327652 3.316186 6.146387 -0.144 0.504 0.068 0.080
H 2.718850 3.153634 4.512165 -0.295 0.856 -0.208 0.125
H 4.750825 3.822839 2.285769 -0.340 -0.835 -1.012 0.137
H 3.772426 4.953914 3.052245 0.044 0.635 -0.425 0.113
H 3.212237 2.640197 0.588637 0.253 -0.363 -0.395 0.083
H 1.504888 2.659358 0.569071 -0.405 0.397 0.596 0.072
H 2.431188 1.769321 1.839945 -0.649 0.222 0.414 0.065
H 5.103595 1.717472 3.811977 0.211 0.380 0.198 0.047
H 3.743960 1.351734 3.165721 -0.368 0.243 0.217 0.022
C -0.968306 6.071930 2.311596 0.324 -0.414 -1.100 -0.043
C -1.289142 4.736124 1.568953 0.853 1.349 0.267 -0.368
C -0.788506 4.765095 0.073155 -1.649 0.411 2.349 -0.172
O -1.523446 3.701173 -0.470971 0.585 -0.658 -1.152 -0.233
C -1.109346 3.419756 -1.799914 0.072 -0.847 0.077 -0.072
N -0.689094 3.613900 2.306056 -0.241 0.579 0.287 0.071
H 0.097031 6.113109 2.538461 0.088 0.238 0.023 0.075
H -1.534324 6.316741 3.210369 -0.087 -0.586 0.054 0.065
H -1.220611 6.842350 1.582979 0.223 0.350 0.121 0.074
H -2.378409 4.761805 1.599582 -0.194 -0.907 -0.412 0.107
H 0.298459 4.685596 0.089826 0.164 -0.394 -0.410 0.125
H -1.095499 5.682872 -0.428387 0.155 0.296 -0.068 0.126
H -0.129711 2.941897 -1.792438 0.472 0.550 -0.096 0.080
H -1.161803 4.310260 -2.426285 0.152 0.029 0.003 0.081
H -1.714795 2.629780 -2.244289 -0.606 0.176 0.194 0.088
H -0.457765 2.800492 1.753833 -0.512 -0.277 -0.483 0.053
H 0.216199 3.946679 2.605738 0.283 0.042 0.326 0.052
C -7.319209 -0.838925 0.932788 -1.803 -0.495 0.375 -0.037
C -6.286845 -0.593076 2.020911 -1.642 1.847 -0.811 -0.410
C -6.436193 -1.588934 3.154649 1.638 0.989 0.535 -0.118
O -5.734951 -1.137321 4.347508 -0.520 0.687 0.426 -0.240
C -6.498776 -0.216409 5.144567 -0.261 -0.754 -0.518 -0.079
N -4.978796 -0.616195 1.417394 0.681 -0.544 0.348 0.022
H -7.285875 -0.160319 0.080449 0.526 -0.157 -0.008 0.078
H -8.323433 -0.707670 1.335791 -0.209 0.396 0.346 0.078
H -7.417888 -1.877151 0.615851 0.786 -0.116 -0.369 0.086
H -6.460113 0.435778 2.336408 -0.198 0.110 0.586 0.116
H -5.795796 -2.399417 2.806638 -0.767 -0.876 0.303 0.125
H -7.460707 -1.824827 3.442422 0.024 -0.286 -0.436 0.138
H -6.795541 0.666847 4.578985 -0.043 0.071 -0.138 0.076
H -5.975291 0.119950 6.039511 0.456 -0.308 -0.218 0.090
H -7.387666 -0.753067 5.476190 -0.288 0.170 0.103 0.089
H -5.000064 -1.578204 1.110520 1.236 -0.344 -0.039 0.039
H -4.961538 -0.177499 0.507804 -0.543 0.432 -0.356 0.038
C 3.124478 -3.154818 -3.916415 0.923 0.076 0.304 -0.066
C 4.150650 -2.126860 -4.473213 -1.547 -1.280 0.860 -0.435
C 5.463671 -2.310478 -3.749574 1.066 0.837 0.991 -0.172
O 6.138966 -1.028761 -3.417900 -2.062 -0.547 0.022 -0.188
C 7.456767 -1.292865 -3.080972 1.132 -0.248 -0.407 -0.155
N 4.267244 -2.369280 -5.902588 0.081 1.394 0.309 0.041
H 2.212443 -3.295108 -4.496596 0.057 0.545 0.023 0.058
H 2.933469 -2.918430 -2.869644 -0.385 -0.057 -0.017 0.075
H 3.611257 -4.130075 -3.919205 0.093 -0.264 0.036 0.075
H 3.781933 -1.134077 -4.215262 -0.012 0.244 -0.549 0.130
H 6.124015 -2.937501 -4.348656 0.294 0.159 -0.317 0.120
H 5.352241 -2.879134 -2.826363 -0.180 0.181 0.386 0.115
H 8.086586 -0.562655 -2.572826 -0.993 1.144 0.063 0.062
H 7.934195 -1.372732 -4.057586 0.848 -1.090 0.217 0.096
H 7.527385 -2.108672 -2.361535 0.157 -0.778 -0.537 0.090
H 5.090008 -1.812028 -6.083223 0.276 -0.181 -1.218 0.070
H 4.484090 -3.345278 -6.045795 0.202 -0.119 -0.090 0.072
C -0.613613 -5.020414 3.591178 -0.609 -1.119 -0.568 -0.030
C -0.590986 -4.309959 2.238709 0.983 2.471 0.712 -0.408
C -0.008023 -5.055444 1.033467 -0.133 -0.467 1.964 -0.157
O 1.388440 -5.356303 1.380601 -1.023 -0.328 -2.686 -0.203
C 1.940525 -6.208279 0.326667 0.136 -1.125 1.086 -0.078
N -1.825980 -3.548537 2.001494 -0.316 -1.358 0.376 0.051
H 0.374425 -5.342522 3.919994 -0.012 0.169 -0.088 0.079
H -1.218483 -5.920136 3.478309 0.039 -0.463 -0.101 0.081
H -1.146032 -4.524894 4.403023 0.369 0.692 -0.245 0.056
H 0.043191 -3.435094 2.382013 1.189 -0.187 0.023 0.106
H -0.187226 -4.423174 0.163861 0.725 0.099 -0.267 0.112
H -0.569226 -5.977053 0.879179 0.095 -0.360 -0.153 0.123
H 3.003561 -6.385973 0.489364 0.106 0.683 0.175 0.083
H 1.769307 -6.007785 -0.730964 -0.184 1.095 0.264 0.062
H 1.542897 -7.217660 0.432156 -0.460 -0.135 0.228 0.083
H -2.571866 -4.214817 2.142251 -0.228 0.275 0.195 0.045
H -1.933980 -3.339373 1.019316 0.150 0.383 -0.324 0.070
C 0.595134 -0.540389 -5.446873 0.033 -0.366 -0.313 -0.056
C -0.575114 -0.503396 -6.420790 0.641 -1.500 0.660 -0.462
C -1.953648 -0.890724 -5.883976 0.838 1.267 0.440 -0.192
O -2.842129 -0.603787 -6.948202 -0.871 -0.588 -0.056 -0.195
C -4.151759 -1.083573 -6.721704 -0.834 -0.010 0.319 -0.096
N -0.599933 0.814915 -7.009606 -0.890 -0.028 -0.395 0.046
H 0.480527 0.132984 -4.597443 -0.367 -0.145 0.164 0.067
H 1.448492 -0.139787 -5.994026 0.192 -0.165 -0.037 0.072
H 0.840795 -1.558747 -5.145698 -0.006 0.079 0.269 0.060
H -0.443827 -1.266278 -7.188164 0.581 -0.180 -0.281 0.136
H -2.109888 -0.211230 -5.046135 -0.655 0.182 0.342 0.120
H -2.024655 -1.906145 -5.494131 0.119 -0.220 -0.324 0.132
H -4.432953 -0.978169 -5.673891 0.123 -0.110 0.220 0.070
H -4.341369 -2.112990 -7.025766 0.657 -0.357 0.119 0.089
H -4.934524 -0.549776 -7.260626 0.529 0.636 -0.334 0.085
H -0.031962 0.732580 -7.840705 0.360 0.411 -0.142 0.077
H -1.537703 0.760787 -7.380756 -0.421 1.117 -0.546 0.054
C 0.023907 -5.671836 -2.797726 0.498 -0.777 0.509 -0.063
C -1.382089 -6.074477 -3.203200 0.314 1.659 -0.225 -0.403
C -2.085044 -6.737264 -2.069270 0.386 -1.870 0.901 -0.205
O -1.331371 -7.837318 -1.527356 0.148 1.491 -0.463 -0.214
C -2.016610 -8.578911 -0.548579 0.769 -0.801 -0.313 -0.117
N -2.073687 -4.773695 -3.412883 0.261 -0.189 -0.201 0.039
H -0.041547 -5.037042 -1.914072 -0.094 0.392 -0.056 0.055
H 0.600734 -5.157537 -3.566417 -0.189 -0.060 -0.071 0.075
H 0.575096 -6.526679 -2.405898 0.132 -0.218 -0.458 0.068
H -1.378613 -6.627016 -4.142772 -0.094 -0.292 0.166 0.140
H -3.034246 -7.156577 -2.402893 -0.458 0.409 0.093 0.135
H -2.184663 -6.055993 -1.224259 -0.499 0.431 -0.228 0.106
H -2.454415 -9.379584 -1.144694 -0.170 -0.703 0.819 0.090
H -2.783882 -8.166737 0.106797 -0.160 0.991 -0.505 0.083
H -1.199130 -8.843788 0.121983 -0.269 -0.929 0.090 0.082
H -1.729116 -4.254611 -2.617942 -0.035 0.718 -0.015 0.043
H -3.048963 -4.852487 -3.162437 -0.329 -0.242 -0.423 0.037
C 2.120412 6.560039 -3.873035 0.174 -0.184 -0.723 -0.059
C 1.565336 5.480158 -4.862323 2.253 -0.641 1.379 -0.410
C 2.186828 4.014744 -4.652950 0.469 1.900 0.072 -0.191
O 2.074839 3.663968 -3.311534 -0.404 -1.827 2.089 -0.199
C 2.806241 2.470161 -2.960971 0.061 -0.367 0.507 -0.085
N 0.151765 5.446269 -4.728001 -0.771 -0.503 -0.190 0.040
H 3.210190 6.575124 -3.889484 0.065 0.238 -0.237 0.069
H 1.866017 6.538304 -2.813360 -0.408 -0.918 -0.053 0.065
H 1.692553 7.510768 -4.191091 0.344 0.127 -0.268 0.068
H 1.839045 5.753111 -5.881479 0.055 0.234 -0.017 0.130
H 3.268706 4.025288 -4.785311 0.144 0.057 -1.155 0.117
H 1.641235 3.316859 -5.288076 0.199 -0.193 -0.301 0.119
H 3.876603 2.627409 -2.827916 0.239 0.402 -0.762 0.075
H 2.621615 1.551678 -3.518098 -0.016 0.484 -1.356 0.078
H 2.597230 1.985203 -2.007433 -0.987 1.176 0.783 0.059
H 0.044303 4.865779 -3.908503 -0.640 0.016 0.402 0.035
H -0.141379 4.846863 -5.486209 -0.734 -0.093 -0.213 0.075
C 3.718779 -2.764263 3.096278 0.164 1.176 0.946 -0.058
C 3.132168 -1.882944 1.999666 -1.421 -2.041 -1.403 -0.362
C 3.910436 -0.749557 1.338492 1.677 0.232 0.726 -0.155
O 4.791355 -0.058341 2.239872 0.238 -0.479 1.170 -0.272
C 6.086729 -0.643312 2.529075 -0.607 0.054 -1.345 -0.074
N 2.621798 -2.770687 0.875156 0.939 1.315 -0.032 0.055
H 2.922135 -3.372543 3.524585 0.053 -0.475 -0.537 0.076
H 3.965065 -2.141121 3.956007 0.411 0.271 0.076 0.075
H 4.615534 -3.334105 2.852945 -0.238 -0.182 -0.278 0.077
H 2.211063 -1.473001 2.413927 0.048 0.427 0.151 0.120
H 3.198114 -0.025071 0.943753 0.033 0.060 0.120 0.101
H 4.620883 -0.940789 0.534250 -0.556 -1.219 -0.645 0.119
H 6.582461 -0.801688 1.571329 0.493 0.632 -0.288 0.071
H 6.189144 -1.657881 2.914120 -1.027 0.028 0.753 0.072
H 6.613593 0.056906 3.177319 -0.020 -0.072 -0.210 0.094
H 3.407855 -3.355489 0.629739 0.081 -0.234 -0.289 0.064
H 1.888474 -3.416042 1.131768 0.084 0.082 0.558 0.024
C -3.136295 3.055281 5.449346 -0.056 -0.808 1.024 -0.035
C -3.829338 2.204481 4.398320 0.737 1.978 -1.193 -0.390
C -4.908954 2.980289 3.674015 -1.308 -0.711 0.090 -0.217
O -4.656299 4.090123 2.836603 1.120 1.709 0.717 -0.222
C -4.718148 5.447547 3.510099 -0.012 -2.292 -1.009 -0.008
N -2.812704 1.741087 3.453337 -0.855 -0.302 0.345 0.036
H -2.375455 3.748166 5.089997 -0.240 0.047 -0.413 0.085
H -2.605900 2.328728 6.064902 0.239 0.251 0.417 0.079
H -3.857478 3.574672 6.080408 0.042 0.088 0.098 0.082
H -4.240223 1.287939 4.821668 -0.572 0.281 0.189 0.118
H -5.638147 3.260720 4.434108 -0.465 0.032 -0.006 0.124
H -5.328395 2.227015 3.007124 -0.520 0.069 -0.167 0.101
H -5.767380 5.546865 3.788230 0.193 0.310 0.461 0.087
H -4.461613 6.203702 2.768128 0.000 -0.280 -0.110 0.082
H -3.992216 5.477825 4.322619 -0.329 0.070 0.133 0.072
H -2.252112 1.244731 4.131184 1.027 -0.344 -0.767 0.025
H -2.241232 2.537799 3.210930 0.449 0.358 -0.378 0.047

Record 2
14
Properties=species:S:1:pos:R:3:forces:R:3:lowdin_charge:R:1 method="wB97M-V/def2-TZVPD" relative_energy_kj_mol=42.4 e_tot_ev=-8731.240 homo_lumo_gap_ev=10.51
C -2.208995 0.316367 -0.153398 -0.028 0.047 0.008 -0.095
C -0.903760 -0.426406 0.071809 -0.092 -0.140 -0.020 -0.268
N 0.252488 0.453910 -0.015582 0.129 0.022 0.068 0.018
C 1.484430 -0.127214 0.024131 -0.097 -0.245 -0.031 -0.470
N 1.625544 -1.398442 0.016054 0.120 0.260 -0.013 0.144
C 2.650368 0.759122 0.039820 0.936 0.437 0.023 -0.137
N 3.663895 1.317638 0.060710 -1.110 -0.409 -0.018 0.156
H -2.230605 0.792599 -1.138619 0.017 -0.045 0.134 0.076
H -2.381858 1.082473 0.611095 0.049 -0.082 -0.103 0.073
H -3.040715 -0.393157 -0.101433 0.122 0.130 -0.008 0.076
H -0.765601 -1.204420 -0.684625 -0.064 0.085 0.106 0.111
H -0.905273 -0.942905 1.041911 -0.013 0.077 -0.130 0.118
H 0.152059 1.424627 0.241348 0.092 -0.149 -0.042 0.139
H 2.608018 -1.654194 -0.013221 -0.062 0.013 0.026 0.060